No. 1
12
Properties=species:S:1:pos:R:3:forces:R:3 method="wB97M-V/def2-TZVPD" multiplicity=3 gap_ev="7.42 / 7.67" s2=2.00
O -0.92252 -2.31260 -0.12311 -0.236 0.881 0.351
H -0.67597 1.55878 -1.15355 0.036 -0.244 0.201
C -0.13474 0.65826 -0.83723 -2.110 -1.315 -0.764
H 0.84590 1.37485 0.87661 0.186 0.043 -0.295
O -1.04185 -1.12498 1.78062 -0.124 0.121 0.677
O -1.23901 -0.06705 -0.08197 0.811 2.174 -1.181
Cu 2.25291 2.28914 -1.05336 -0.109 -0.168 0.066
H -0.90578 -1.99124 2.18238 -0.083 -0.172 -0.148
C -1.06663 -1.25694 0.45100 1.172 -1.640 -0.227
H 1.71664 0.03867 0.04156 -0.055 0.179 -0.088
C 1.10427 0.94001 -0.10177 0.145 -0.483 0.707
F 0.06678 -0.10689 -1.98118 0.365 0.624 0.701



No. 2
28
Properties=species:S:1:pos:R:3:forces:R:3 method="wB97M-V/def2-TZVPD" multiplicity=5 gap_ev="9.19 / 3.82" s2=6.02 total_charge=+2
C 0.31559 -2.88648 -1.86469 -0.275 0.260 -0.191
O 2.45965 -1.65108 0.72393 -2.677 1.375 -1.392
I 0.83831 3.06533 -3.78848 -1.481 0.704 -0.708
H 1.33062 -2.60656 -2.17874 -0.227 -0.194 0.097
H 1.76169 2.65381 0.21258 0.020 0.289 0.318
C -0.77596 -0.62805 -3.25051 -0.171 -0.085 0.176
H 0.35147 -3.49078 -0.94667 0.033 0.176 -0.291
H 0.53522 2.42097 4.31218 0.292 0.350 -0.375
C 0.14525 1.26815 2.62637 0.639 0.820 0.351
H -3.08745 -1.27609 -1.15780 0.221 -0.330 -0.018
H -0.17061 -3.46368 -2.66168 0.261 -0.029 0.195
H 0.22476 -0.30898 -3.56803 -0.164 -0.259 -0.076
H -1.44119 0.24324 -3.22351 0.058 -0.323 -0.060
H -0.48324 0.54302 3.14405 0.171 0.102 -0.601
C 1.34176 2.44721 1.18469 -0.530 -0.260 2.083
C 1.45035 3.05043 2.42801 -0.193 -0.426 -0.434
H 1.98331 3.91623 2.76149 0.121 0.210 -0.033
N 0.53204 1.33391 1.35862 0.006 0.418 0.740
C -2.34706 -2.07810 -1.27828 0.200 0.312 -0.039
I 3.04484 2.02701 -2.66071 1.480 -0.628 0.620
H -1.17604 -1.41592 -3.90114 0.189 0.394 -0.187
N 0.69720 2.29968 3.31534 -0.161 -0.551 -1.146
H -2.59662 -2.70180 -2.14685 -0.026 0.103 0.238
P -0.68599 -1.37566 -1.59360 -1.314 -3.350 -3.017
Ir 0.07322 -0.05137 -0.12973 -0.761 2.456 1.857
Cl -1.86843 1.19823 -0.68701 0.566 0.154 0.239
H -2.31522 -2.71018 -0.38053 -0.043 0.183 -0.214
C 1.52625 -1.09099 0.31794 3.764 -1.869 1.868



No. 3
13
Properties=species:S:1:pos:R:3:forces:R:3 method="wB97M-V/def2-TZVPD" multiplicity=1 gap_ev=9.56
H 0.93325 -1.42870 2.40619 0.157 -0.186 1.438
C -0.87874 1.04591 -0.84278 -1.534 2.098 -1.327
C 0.09857 -0.01968 -0.74441 1.960 0.966 4.602
O 0.39036 0.98705 1.71135 1.197 0.520 3.426
Cl -2.42623 0.24942 -0.36873 -0.774 0.070 -0.170
H 0.63730 0.79361 2.69047 -0.803 0.892 -2.309
C 0.37901 -0.93705 -1.61257 2.435 -2.411 0.361
O 0.88641 -1.31465 1.47847 0.862 -1.356 -0.977
H -1.02349 1.61288 -1.85169 0.259 -1.343 1.613
H -0.01315 -0.96030 -2.61445 -0.036 -0.244 -0.249
H 1.13628 -1.72155 -1.19957 -1.517 1.124 -1.471
H -0.80268 1.79222 -0.04729 0.431 -0.025 -0.474
B 0.68311 -0.09916 0.99503 -2.637 -0.105 -4.464



No. 4
13
Properties=species:S:1:pos:R:3:forces:R:3 method="wB97M-V/def2-TZVPD" multiplicity=1 gap_ev=10.52
H 0.62291 -1.37083 -1.26000 0.042 0.097 0.103
N 0.29142 1.26881 0.26853 0.131 0.122 -0.355
C 0.69321 -0.97446 -0.24138 0.068 -0.056 -0.037
H 0.39625 2.25785 0.09049 -0.002 -0.041 -0.016
H -0.62296 -0.98677 1.49869 0.018 0.062 -0.153
C 1.24423 0.45354 -0.31504 -0.041 -0.052 -0.012
H -1.38183 0.74483 -0.90132 -0.107 0.035 0.097
C -1.02178 0.64606 0.13187 -0.116 -0.104 0.057
H -1.76693 1.08876 0.79888 0.213 -0.127 0.005
H -1.44183 -1.50976 0.01903 0.154 0.131 0.030
O 2.28511 0.81799 -0.81699 -0.245 -0.148 0.346
H 1.39022 -1.61153 0.30928 -0.099 0.089 -0.086
C -0.68801 -0.82448 0.41796 -0.016 -0.007 0.019



No. 5
15
Properties=species:S:1:pos:R:3:forces:R:3 method="wB97M-V/def2-TZVPD" multiplicity=1 gap_ev=10.07
H -0.23280 -1.37800 0.90733 -0.035 -0.386 0.786
H 1.20064 0.73570 -1.52670 0.127 0.891 -0.153
C -0.92679 0.99333 -1.17004 2.451 -1.711 1.370
H -0.57160 -0.82650 -1.93890 0.748 -1.740 -2.564
O -1.91938 1.62871 -1.20677 -0.697 0.937 -0.406
C 0.56561 1.43762 -0.97019 -1.873 -4.166 2.051
H 0.96798 -1.45850 -0.29476 1.783 -0.478 -0.338
N 1.21252 3.81369 -0.61250 0.765 2.907 0.678
C -0.85255 -0.57856 -0.99341 2.156 3.883 2.429
C 0.90046 2.74114 -0.76858 0.166 -0.127 -0.736
H 1.22705 1.80813 1.99878 -0.173 0.395 -0.402
C 0.67296 0.49866 0.64927 -0.131 0.818 -4.868
C 0.27051 -0.81827 0.14773 -3.628 -0.232 -1.198
H -1.80252 -0.82428 -0.71708 -2.405 -1.323 0.589
N 0.91922 0.87792 1.75710 0.744 0.332 2.763



No. 6
14
Properties=species:S:1:pos:R:3:forces:R:3 method="wB97M-V/def2-TZVPD" multiplicity=1 gap_ev=8.02
H -1.43673 1.81948 0.01155 -0.127 -1.060 0.289
C 1.67822 -0.00030 0.51872 2.369 1.685 -5.540
O 0.44858 -0.09378 -0.78388 0.971 -0.750 6.029
H 2.66920 0.51325 -1.98985 0.392 -0.555 5.344
H -0.53797 -1.96409 -0.52689 0.091 1.696 0.462
H -2.77198 -1.09035 -0.33679 0.960 0.926 0.290
C -0.53489 -0.88258 -0.06872 -0.505 -2.900 -2.702
C -1.92675 -0.36038 -0.19823 -1.122 3.399 1.079
C -2.18063 0.99826 0.01199 -0.983 -1.955 -1.278
C 2.77182 0.34286 -0.39718 -1.065 -0.226 5.122
H 3.77419 0.58811 0.65284 -2.279 -0.547 -4.132
H 1.59763 -0.13266 2.15660 -0.051 0.396 -5.199
H -3.23853 1.39043 -0.01592 1.183 -0.679 0.018
H -0.31215 -1.12826 0.96576 0.164 0.569 0.217



No. 7
61
Properties=species:S:1:pos:R:3:forces:R:3 method="wB97M-V/def2-TZVPD" multiplicity=5 gap_ev="7.33 / 7.29" s2=6.01 total_charge=+1
N -2.91467 -3.06438 0.14489 -0.257 -0.117 -0.029
C 2.28671 4.93852 1.44012 -0.056 0.127 0.204
H -1.03873 3.95766 -0.72292 0.072 0.062 0.041
N -2.06731 -2.20715 -1.83421 -0.327 -0.028 -0.006
H 2.67995 5.92820 1.64450 -0.030 -0.080 0.013
I -1.70785 1.23234 2.03364 -0.664 0.181 0.358
I -3.97725 0.41396 0.23100 -0.058 -0.180 0.024
As 1.70242 -0.23338 -1.83944 -0.009 0.231 -0.141
H -1.89311 0.02056 -3.38959 0.033 0.004 -0.026
H -2.61837 3.15901 -0.58903 -0.054 -0.024 0.039
S 0.12562 2.19035 3.38485 0.145 0.164 -0.013
H -3.20215 0.92570 -2.60772 -0.017 0.014 0.013
H 2.20834 2.54093 -0.89726 -0.020 -0.090 -0.148
As -0.97871 1.63438 -1.68284 0.034 0.055 -0.181
N 2.09121 -0.36658 1.52192 -0.109 -0.160 0.201
C 1.63286 1.36810 -2.94975 -0.016 0.054 -0.036
C -4.26891 -3.17155 -1.74888 -0.263 -0.043 -0.200
H 2.11619 -2.28939 0.63020 -0.019 0.108 0.081
C -1.91421 -2.43457 -0.51697 0.164 0.237 -0.527
H 1.24011 4.76746 3.31453 0.020 -0.020 -0.037
Fe 0.19288 0.41211 0.32787 1.027 -0.272 -0.129
H -0.13502 -1.39803 -3.12077 -0.021 0.000 0.028
C 2.01332 3.05889 0.02495 -0.304 -0.170 0.373
H 3.45000 3.23932 -5.12451 -0.064 -0.020 0.041
C 2.81232 0.26316 2.52707 -0.205 0.074 -0.356
C -2.20900 1.00082 -3.04143 -0.040 -0.138 -0.001
H 3.58573 1.15202 -3.83335 -0.016 0.029 -0.008
C -3.20628 -2.56005 -2.41416 0.477 0.229 0.000
H 3.70633 -1.68404 -1.45081 0.022 -0.092 0.051
H 3.20545 4.74949 -0.50609 -0.052 -0.036 0.030
H -2.19866 1.70792 -3.86524 -0.020 0.072 -0.096
C 0.48664 2.16979 -2.86692 0.090 -0.005 0.016
C 2.69134 1.75928 -3.76626 -0.066 0.067 -0.031
C 0.94283 -1.51758 -3.07953 0.004 -0.045 0.021
C -1.76877 3.34191 -1.24125 -0.024 0.058 0.029
H -5.19513 -3.42946 -2.24665 0.153 0.036 0.061
C 2.61744 2.93932 -4.49801 -0.053 0.001 0.025
C 3.57110 -0.73975 -1.96988 -0.004 0.056 0.047
H 4.46190 -0.21571 3.89706 -0.193 -0.063 -0.211
H -3.28924 -2.34262 -3.47813 0.058 -0.012 0.138
H -4.82523 -3.87296 0.21012 0.078 0.017 0.029
C 0.41676 3.34147 -3.61481 0.073 -0.055 -0.024
N 1.21664 2.42162 0.91019 0.040 0.230 -0.103
C 2.52248 -1.59512 1.35586 0.104 0.255 0.197
H 1.38260 -1.36343 -4.06091 0.054 -0.008 -0.078
H 2.58956 1.28636 2.79034 0.020 -0.217 -0.055
H 3.85709 -0.86884 -3.00918 0.055 -0.027 -0.089
H 4.20069 0.01056 -1.49989 0.060 0.059 0.036
C 3.77674 -0.48971 3.10212 0.108 -0.057 0.078
H -0.46461 3.96694 -3.56711 -0.015 0.032 0.001
C 1.47675 3.72969 -4.42408 0.067 -0.010 -0.030
C 0.98267 3.02993 2.09263 0.031 -0.071 -0.255
H 1.15911 -2.52396 -2.72602 -0.008 -0.038 0.025
S 3.79389 -2.04043 2.38743 0.082 -0.161 -0.032
S -0.50822 -2.04158 0.36700 -0.194 -0.137 0.112
C -4.08215 -3.41506 -0.42839 0.022 -0.052 0.359
H -2.11289 3.84959 -2.13743 -0.037 0.051 -0.059
C 1.48712 4.30021 2.37051 0.063 0.081 0.037
H -2.77101 -3.19555 1.13349 -0.024 -0.028 0.232
C 2.57040 4.29914 0.24584 0.074 -0.025 -0.096
H 1.41249 4.65109 -4.99402 0.012 -0.101 0.056



We obtain energy relative to the best compared isomer or geometry (same formula, charge and spin) values of 0.0 24.5 124.6 7.4 212.8 1145.9 0.0 kJ/mol for the records listed above, in that order.